# 1
15
Properties=species:S:1:pos:R:3:mulliken_charge:R:1 method="wB97M-V/def2-TZVPD" lumo_ev="-6.23 / -6.23" total_charge=+1 fmax_ev_per_a=5.8 homo_lumo_gap_ev="8.0124 / 8.0117" e_tot_ha=-304.0207 e_above_lowest_kcal_mol=144.1
C 1.869 0.802 0.351 -1.012
C -1.869 -0.645 0.676 -0.618
C 1.524 -0.383 -0.290 0.276
N 0.509 -0.866 -0.903 -0.466
N -1.722 -0.059 -0.541 0.105
O -1.589 1.222 -0.521 -0.217
H 2.125 0.581 1.441 0.304
H 2.806 1.171 -0.113 0.328
H 1.166 1.659 0.369 0.282
H -1.284 -1.578 0.751 0.285
H -3.007 -0.787 0.575 0.324
H -1.723 0.038 1.410 0.434
H -1.816 1.635 -1.436 0.445
H 2.402 -1.060 -0.359 0.316
H 0.609 -1.729 -1.410 0.213

=====

# 2
15
Properties=species:S:1:pos:R:3:mulliken_charge:R:1 method="wB97M-V/def2-TZVPD" lumo_ev="-9.12 / -14.70" spin_multiplicity=2 total_charge=+2 fmax_ev_per_a=3.3 homo_lumo_gap_ev="12.9837 / 7.2704" e_tot_ha=-303.6926 e_above_lowest_kcal_mol=16.7
C 0.676 -0.580 -1.073 -0.479
C -0.682 -0.383 -0.385 -0.703
C -0.733 0.636 0.738 0.683
N -1.916 0.897 1.272 -0.257
O 0.309 1.239 1.088 -0.291
N 1.814 -0.431 -0.120 -0.362
H 0.733 -1.660 -1.379 0.333
H 0.874 0.160 -1.892 0.381
H -1.188 -1.317 -0.087 0.453
H -1.362 -0.055 -1.213 0.459
H -1.956 1.745 1.841 0.334
H -2.752 0.676 0.734 0.311
H 2.012 -1.213 0.521 0.374
H 2.673 -0.191 -0.629 0.392
H 1.499 0.475 0.584 0.371

=====

# 3
16
Properties=species:S:1:pos:R:3:mulliken_charge:R:1 method="wB97M-V/def2-TZVPD" lumo_ev=4.16 total_charge=-1 fmax_ev_per_a=2.5 homo_lumo_gap_ev=7.9401 e_tot_ha=-379.7132 e_above_lowest_kcal_mol=42.7
N 1.676 1.068 -1.754 -0.525
C 1.534 1.158 -0.286 -0.410
O 1.686 -0.019 0.355 -0.863
H 2.192 1.810 -2.145 0.222
H 2.287 0.240 -1.905 0.214
H 2.195 1.981 0.020 0.212
H 0.477 1.562 -0.100 0.159
C -1.455 -0.162 -0.444 0.003
N -0.737 -0.888 0.449 -0.163
C -1.518 -1.516 1.535 -0.849
O -2.671 -0.114 -0.498 -0.690
H -0.812 0.416 -1.121 0.410
H 0.387 -0.664 0.431 0.522
H -1.104 -1.219 2.529 0.265
H -1.621 -2.644 1.493 0.201
H -2.516 -1.009 1.442 0.291

=====

# 4
16
Properties=species:S:1:pos:R:3:mulliken_charge:R:1 method="wB97M-V/def2-TZVPD" lumo_ev=-3.36 total_charge=+1 fmax_ev_per_a=0.9 homo_lumo_gap_ev=11.0247 smiles="C[C@@H](OO)C(N)=[NH2+]" e_tot_ha=-379.3846 e_above_lowest_kcal_mol=75.4
C 0.533 -0.013 -0.380 0.453
C -0.925 0.423 -0.314 0.459
C 1.076 -0.355 1.013 -1.374
N -1.247 1.483 0.388 -0.346
N -1.795 -0.302 -0.963 -0.286
O 0.609 -1.134 -1.249 -0.337
O 1.840 -1.140 -1.959 -0.339
H 1.123 0.804 -0.819 0.385
H 0.463 -1.122 1.484 0.348
H 1.123 0.521 1.653 0.414
H 2.086 -0.746 0.902 0.358
H -2.203 1.806 0.458 0.231
H -0.543 2.013 0.879 0.230
H 2.183 -2.042 -1.845 0.355
H -2.783 -0.095 -0.990 0.206
H -1.442 -1.085 -1.506 0.242

=====

# 5
16
Properties=species:S:1:pos:R:3:mulliken_charge:R:1 method="wB97M-V/def2-TZVPD" lumo_ev="-4.54 / -4.54" total_charge=+1 fmax_ev_per_a=10.6 homo_lumo_gap_ev="9.4752 / 9.4764" smiles="C[N+](C)(O)C(N)=O" e_tot_ha=-379.2127 e_above_lowest_kcal_mol=183.3
C -0.718 0.900 -0.137 0.336
C -0.107 -1.390 -0.541 -1.207
C 0.370 -0.259 1.517 -0.784
N -0.573 1.969 -0.824 -0.210
N 0.254 -0.095 0.071 0.399
O -2.200 0.590 0.554 -0.525
O 1.487 0.254 -0.584 -0.507
H -1.026 -1.686 -0.251 0.523
H -0.336 -1.414 -1.605 0.435
H 0.482 -2.209 -0.243 0.490
H 1.275 0.252 1.647 0.403
H -0.607 -0.061 1.943 0.329
H 0.689 -1.294 1.783 0.355
H 0.177 2.075 -1.502 0.245
H -1.152 2.800 -0.794 0.320
H 1.983 -0.431 -1.033 0.400

=====

# 6
16
Properties=species:S:1:pos:R:3:mulliken_charge:R:1 method="wB97M-V/def2-TZVPD" lumo_ev=-3.37 total_charge=+1 fmax_ev_per_a=5.3 homo_lumo_gap_ev=11.8463 smiles="CCOC(=[NH2+])NO" e_tot_ha=-379.3588 e_above_lowest_kcal_mol=91.6
C 0.940 0.341 -0.305 0.632
C -2.661 0.158 0.443 -0.970
C -1.295 -0.484 -0.102 -0.339
N 1.464 -0.756 0.066 0.065
N 1.734 1.362 -0.574 -0.401
O 2.877 -0.593 0.243 -0.480
O -0.314 0.585 -0.284 -0.282
H -3.135 -0.109 1.345 0.385
H -2.488 1.230 0.469 0.291
H -3.440 -0.073 -0.369 0.262
H -1.423 -0.800 -1.107 0.353
H -0.811 -1.215 0.425 0.310
H 1.243 -1.668 0.371 0.257
H 1.239 2.176 -0.876 0.229
H 3.253 -1.394 0.637 0.355
H 2.818 1.241 -0.383 0.331

=====

# 7
17
Properties=species:S:1:pos:R:3:mulliken_charge:R:1 method="wB97M-V/def2-TZVPD" lumo_ev="0.38 / -3.82" spin_multiplicity=2 fmax_ev_per_a=1.5 homo_lumo_gap_ev="10.6989 / 6.1449" e_tot_ha=-454.8749 e_above_lowest_kcal_mol=7.8
C 0.391 1.537 0.519 -0.665
N 0.803 1.069 -0.743 -0.061
C 0.925 -0.299 -1.048 0.635
O 0.491 -1.109 -0.192 -0.653
O 1.282 -0.575 -2.183 -0.580
C -1.157 1.359 0.862 -0.496
N -1.517 0.036 1.255 -0.535
H 0.722 2.552 0.739 0.397
H 0.804 0.983 1.364 0.331
H 0.473 1.625 -1.524 0.271
H -1.236 2.071 1.684 0.325
H -1.823 1.698 0.068 0.336
H -0.946 -0.289 2.032 0.290
H -1.276 -0.652 0.534 0.341
H 0.647 -3.088 -0.400 0.399
H 0.690 -3.167 -1.862 0.298
O 0.726 -3.752 -1.107 -0.633

=====

# 8
16
Properties=species:S:1:pos:R:3:mulliken_charge:R:1 method="wB97M-V/def2-TZVPD" lumo_ev=0.81 fmax_ev_per_a=4.7 homo_lumo_gap_ev=8.4556 e_tot_ha=-645.7265 e_above_lowest_kcal_mol=71.5
C 2.488 -0.703 -0.418 -1.071
C -2.210 1.110 -0.269 -1.014
C 1.042 -0.816 -0.308 -0.049
N 0.873 0.945 1.116 -1.051
N 0.350 0.012 0.396 0.536
O -1.375 -1.570 -0.632 -0.691
P -1.337 -0.398 0.293 0.574
H 2.982 -0.929 0.491 0.296
H 2.906 -1.382 -1.142 0.333
H 2.850 0.314 -0.598 0.315
H -2.991 0.641 -0.862 0.341
H -1.671 1.666 -0.981 0.324
H -2.745 1.628 0.433 0.411
H 0.528 -1.502 -0.917 0.480
H -0.003 1.333 1.733 0.171
H -1.688 -0.350 1.665 0.094

=====

# 9
15
Properties=species:S:1:pos:R:3:mulliken_charge:R:1 method="wB97M-V/def2-TZVPD" lumo_ev="-1.11 / 0.12" fmax_ev_per_a=3.3 homo_lumo_gap_ev="7.7926 / 8.2619" e_tot_ha=-570.3983 e_above_lowest_kcal_mol=94.0
C -2.060 2.054 -0.228 -0.210
C 0.196 -3.713 -0.434 -0.847
C 1.628 0.836 -0.423 -0.839
N -0.194 1.378 1.763 -0.631
N -0.991 1.498 -0.675 -0.408
P 0.003 0.595 0.364 0.426
H -2.713 2.583 -0.957 0.233
H -2.564 2.176 0.774 0.261
H -0.258 -4.190 0.385 0.263
H 0.917 -4.352 -0.801 0.310
H -0.080 -2.705 -0.622 0.277
H 2.123 -0.089 -0.161 0.316
H 1.386 0.876 -1.419 0.306
H 2.050 1.795 0.008 0.306
H 0.554 1.258 2.425 0.237

=====

# 10
15
Properties=species:S:1:pos:R:3:mulliken_charge:R:1 method="wB97M-V/def2-TZVPD" lumo_ev=4.07 total_charge=-1 fmax_ev_per_a=1.1 homo_lumo_gap_ev=6.6166 e_tot_ha=-627.4028 e_above_lowest_kcal_mol=23.7
C -1.014 2.302 -0.098 -0.732
S 0.522 2.306 -1.115 -0.724
H -1.559 3.221 -0.341 0.244
H -1.655 1.454 -0.342 0.210
H -0.758 2.295 0.961 0.180
C 0.602 -0.930 0.642 -0.147
C 0.289 -1.483 -0.537 -0.235
N 0.256 -0.817 -1.767 -0.376
N 0.674 -1.739 1.826 -0.600
H 0.821 0.135 0.693 0.270
H 0.198 -2.586 -0.645 0.262
H 0.478 0.213 -1.676 0.035
H -0.468 -1.111 -2.405 0.190
H 0.006 -1.454 2.544 0.215
H 1.607 -1.808 2.259 0.210